Version one
45
Properties=species:S:1:pos:R:3 method="wB97M-V/def2-TZVPD" spin_multiplicity=1 orbital_gap_ev=9.482
C 0.045 0.873 -4.641
C 0.660 0.151 -3.450
C 0.617 0.954 -2.130
C 1.394 2.275 -2.232
C -0.782 1.237 -1.779
N -1.870 1.444 -1.473
C 1.298 0.087 -1.047
O 2.470 -0.205 -1.182
N 0.536 -0.309 -0.004
C 1.065 -1.112 1.088
C 0.845 -0.423 2.402
C 0.164 -0.885 3.445
C -0.549 -2.201 3.559
N -1.928 -2.022 3.986
C -2.334 -2.302 5.249
O -1.584 -2.718 6.113
C -3.794 -2.021 5.551
C -4.453 -3.123 6.323
C -5.757 -3.516 6.222
C -6.053 -4.559 7.140
C -7.387 -5.226 7.282
N -5.046 -4.935 7.893
S -3.701 -4.066 7.531
H 0.041 0.217 -5.511
H -0.988 1.165 -4.442
H 0.607 1.767 -4.908
H 0.147 -0.800 -3.288
H 1.710 -0.079 -3.632
H 1.393 2.799 -1.277
H 2.423 2.049 -2.506
H 0.950 2.927 -2.981
H -0.418 0.008 0.055
H 0.619 -2.106 1.066
H 2.131 -1.230 0.894
H 1.301 0.559 2.479
H 0.098 -0.265 4.334
H -0.535 -2.760 2.624
H -0.073 -2.817 4.322
H -2.594 -1.648 3.333
H -3.804 -1.102 6.145
H -4.367 -1.825 4.643
H -6.471 -3.087 5.532
H -8.124 -4.773 6.621
H -7.309 -6.286 7.040
H -7.744 -5.147 8.309

---

Version two
45
Properties=species:S:1:pos:R:3 method="wB97M-V/def2-TZVPD" spin_multiplicity=1 orbital_gap_ev=9.566
C -2.223 0.443 -3.162
C -2.045 1.183 -1.844
C -2.526 0.394 -0.602
C -4.042 0.173 -0.623
C -1.862 -0.920 -0.540
N -1.357 -1.949 -0.459
C -2.151 1.219 0.652
O -2.988 1.883 1.232
N -0.850 1.162 1.016
C -0.326 1.907 2.147
C 0.281 0.964 3.148
C 1.535 0.949 3.588
C 2.639 1.870 3.145
N 3.495 1.267 2.095
C 2.780 0.831 0.974
O 2.269 1.618 0.210
C 2.815 -0.656 0.701
C 2.122 -1.100 -0.549
C 1.848 -2.391 -0.891
C 1.175 -2.469 -2.139
C 0.660 -3.730 -2.755
N 0.964 -1.315 -2.726
S 1.539 -0.088 -1.802
H -1.841 1.053 -3.981
H -1.661 -0.493 -3.165
H -3.271 0.228 -3.373
H -0.993 1.441 -1.711
H -2.606 2.121 -1.846
H -4.372 -0.325 0.287
H -4.540 1.138 -0.681
H -4.323 -0.438 -1.478
H -0.200 0.642 0.442
H 0.385 2.656 1.801
H -1.177 2.422 2.593
H -0.404 0.208 3.520
H 1.815 0.179 4.301
H 2.249 2.806 2.750
H 3.289 2.126 3.980
H 4.010 0.491 2.498
H 3.870 -0.953 0.680
H 2.376 -1.157 1.569
H 2.087 -3.249 -0.278
H 1.118 -4.607 -2.299
H -0.418 -3.788 -2.600
H 0.855 -3.744 -3.826

---

Which is most stable, and by how much? version one, by 16.0 kJ/mol.